{
  "formula": "C3H2NS2",
  "method": "the ωB97M-V functional and the def2-TZVPD basis",
  "species": ["C", "C", "C", "N", "S", "S", "H", "H"],
  "positions_angstrom": [[0.856, 0.301, 0.332], [-1.275, 0.759, 0.095], [0.577, -0.837, -0.431], [-0.151, 1.152, 0.604], [1.541, -2.130, -0.977], [-1.185, -0.801, -0.711], [1.928, 0.342, 0.715], [-2.291, 1.214, 0.373]],
  "mulliken_charge": [-0.310, -0.060, 0.107, -0.592, -0.516, -0.197, 0.276, 0.291],
  "gap_ev": 6.22,
  "total_charge": -1,
  "lumo_energy_ha": 0.12961,
  "multiplicity": 1
}